(1)
9
Properties=species:S:1:pos:R:3:forces:R:3 method="wB97M-V/def2-TZVPD" de_lowest_kcal_mol=37.44 total_charge=+1 lumo_ev=-6.200 e_tot_ev=-46263.232 e_homo_ev=-15.0 gap_ev=8.793
C 1.03281 -0.48732 -0.44294 2.7 0.0 1.1
P -0.72699 -0.48989 0.16966 0.7 -0.8 0.0
S -1.43712 -1.07147 1.83563 0.8 0.5 -1.2
Cl -1.84776 -0.73838 -1.44639 0.2 0.3 0.3
Cl -0.40186 1.99262 0.26537 -0.6 0.7 0.4
H 1.27008 -0.67684 -1.50526 -1.2 0.1 0.2
H 1.62287 -1.31710 0.07493 -1.2 0.8 -0.3
H 1.70166 0.43744 -0.18272 -1.8 -1.4 -0.2
H -1.21367 2.35094 1.23172 0.3 -0.2 -0.4



(2)
14
Properties=species:S:1:pos:R:3:forces:R:3 method="wB97M-V/def2-TZVPD" de_lowest_kcal_mol=43.78 lumo_ev=0.901 e_tot_ev=-8371.383 e_homo_ev=-9.8 gap_ev=10.737
C -0.80378 -1.37327 0.40909 0.0 0.0 0.1
C -0.84169 -0.05602 -0.33987 -0.1 -0.3 -0.1
O -0.99380 1.10004 0.52498 -0.1 -0.1 0.1
C 0.39573 1.40427 0.40579 0.4 0.2 0.1
C 0.54199 0.46976 -0.79470 -0.2 0.2 -0.1
O 1.64789 -0.38881 -0.82487 0.1 0.0 0.1
H 0.01867 -1.39656 1.13232 -0.1 0.0 -0.1
H -1.74133 -1.53166 0.94929 0.1 0.0 -0.1
H -0.65213 -2.20696 -0.28586 0.0 0.2 0.1
H -1.63648 -0.04790 -1.09388 0.2 -0.1 0.0
H 0.95571 1.01520 1.27332 0.0 0.1 -0.1
H 0.61462 2.46994 0.28687 -0.1 -0.1 0.0
H 0.48921 0.97564 -1.76291 0.0 0.0 0.2
H 2.04395 -0.38702 0.05515 0.0 -0.2 -0.2



(3)
21
Properties=species:S:1:pos:R:3:forces:R:3 method="wB97M-V/def2-TZVPD" de_lowest_kcal_mol=63.21 lumo_ev=0.769 e_tot_ev=-18071.475 e_homo_ev=-9.1 gap_ev=9.851
C 0.57153 -1.20004 -2.21504 -1.9 0.4 -1.3
C 0.76646 -0.78453 -1.01536 -3.0 2.0 1.9
C -0.82185 -1.36931 1.53747 -1.6 0.1 -0.7
C -0.12276 -0.10534 1.33438 3.2 2.4 -2.8
C -0.18592 0.13049 -0.27765 2.9 3.3 0.4
C 0.91495 1.78667 -0.76903 -2.7 -3.1 1.4
N -0.58061 0.98934 2.13734 0.4 1.0 0.3
O -1.44535 0.33801 -0.78903 0.8 -0.2 1.3
F 1.17711 1.81104 -2.08443 0.4 0.1 0.7
F 0.38578 2.98968 -0.45093 0.7 -0.7 0.1
F 2.00649 1.48655 -0.02817 0.4 1.3 -0.7
H 1.19324 -1.92922 -2.50595 2.4 -2.3 -1.7
H -0.21315 -0.96711 -2.92553 -0.3 0.2 0.3
H 1.61496 -1.01166 -0.46981 1.5 -0.8 1.0
H -1.29052 -1.29088 2.48501 -0.6 -0.6 1.0
H -1.55419 -1.44831 0.72523 -0.4 -0.2 0.6
H -0.22468 -2.22510 1.42693 1.0 -1.1 0.2
H 0.99282 -0.17042 1.55162 -1.3 -0.2 -0.3
H -0.27562 1.93766 1.87077 0.6 -1.0 -0.1
H -1.55342 1.10466 2.09060 -1.8 -0.3 0.0
H -1.35527 -0.07218 -1.62840 -0.7 -0.5 -1.6



(4)
37
Properties=species:S:1:pos:R:3:forces:R:3 method="wB97M-V/def2-TZVPD" de_lowest_kcal_mol=0.00 total_charge=+4 lumo_ev=-15.409 e_tot_ev=-97746.572 e_homo_ev=-20.2 gap_ev=4.743
Zr 0.02982 -0.01708 1.13705 0.0 0.3 0.4
N -1.88718 -0.73606 -0.36614 0.2 0.0 0.0
N -3.15344 -0.58833 0.26706 -0.1 -0.1 -0.1
C -3.22062 -0.10957 1.51504 0.1 0.0 0.2
N -4.33214 0.14636 2.13328 0.0 0.0 0.0
N -1.94758 0.05744 2.02659 -0.3 0.2 0.1
N -1.63746 0.87513 3.07730 0.1 0.0 0.0
O -2.34066 1.31547 3.88942 0.0 0.0 0.0
O -0.35237 1.07497 2.98406 0.1 -0.2 -0.4
H -1.92537 -0.20757 -1.24670 0.0 0.0 0.0
H -1.80411 -1.72019 -0.64898 0.0 0.0 0.0
H -3.98079 -0.86189 -0.25841 0.0 0.0 0.0
H -5.23757 0.04472 1.67730 0.0 0.0 0.0
H -4.35445 0.43685 3.10698 0.0 0.0 0.0
Se 7.33855 -0.63679 3.12143 -0.1 0.0 0.0
N 6.41852 0.65114 2.34028 0.0 -0.1 0.0
C 5.18987 0.20856 2.19182 0.0 0.1 0.0
C 4.12940 0.98060 1.58305 0.0 0.0 0.0
C 4.32937 2.28788 1.08927 0.0 0.0 0.0
C 3.27987 2.98153 0.51307 0.0 0.0 0.0
C 2.03754 2.37952 0.43787 0.0 0.0 0.0
N 1.81221 1.12328 0.88904 0.0 -0.1 0.0
C 2.86428 0.41115 1.46915 -0.1 0.0 0.0
C 2.60935 -0.93387 1.95728 0.1 0.1 0.0
N 1.32579 -1.45950 1.82427 0.0 -0.2 0.0
C 1.06228 -2.72549 2.26584 0.0 0.0 0.0
C 2.03184 -3.50610 2.84621 0.0 0.0 0.0
C 3.31547 -2.99028 2.99379 0.0 0.0 0.0
C 3.61957 -1.69043 2.54989 0.0 0.0 0.0
C 4.93850 -1.11113 2.67097 0.0 -0.1 0.0
N 5.96194 -1.73946 3.20465 0.0 0.1 0.0
H 5.31668 2.73061 1.17474 0.0 0.0 0.0
H 3.41052 3.98415 0.12690 0.0 0.0 0.0
H 1.19494 2.90743 0.00385 0.0 0.0 0.0
H 0.04851 -3.09030 2.13867 0.0 0.0 0.0
H 1.78797 -4.50640 3.18025 0.0 0.0 0.0
H 4.10358 -3.58002 3.45243 0.0 0.0 0.0



(5)
18
Properties=species:S:1:pos:R:3:forces:R:3 method="wB97M-V/def2-TZVPD" de_lowest_kcal_mol=21.96 total_charge=+1 multiplicity=2 s_squared=0.7547 lumo_ev="-4.057 / -10.611" e_tot_ev=-9437.106 e_homo_ev="-14.2 / -14.2" gap_ev="10.101 / 3.547"
C 0.05391 -0.29952 1.23327 0.8 0.3 -1.0
C 0.18601 -0.36454 -0.33471 1.2 -1.8 1.9
C -0.02424 0.99589 -1.02460 -0.3 0.9 -1.1
O 1.54750 -0.75517 -0.52563 -0.7 0.6 -0.5
H 0.42360 -1.20154 1.71975 -0.3 -0.3 -0.4
H 0.78415 0.45699 1.52872 -0.6 0.5 0.4
H -0.98496 -0.11566 1.48663 0.1 0.4 0.1
H -0.35443 -1.19156 -0.78928 -0.7 0.4 -0.3
H -1.07591 1.24683 -0.87804 0.0 -0.1 0.2
H 0.61207 1.81741 -0.70015 0.1 -0.3 0.5
H 0.13154 0.89718 -2.09841 0.0 -0.2 0.0
H 1.59292 -1.27357 -1.35650 0.4 -0.1 0.0
H -5.60009 -0.75010 0.59596 -0.4 -0.7 0.9
H -4.27661 -0.33198 -0.03433 0.4 -0.2 0.2
O -5.21926 -0.23077 -0.09008 -0.1 0.8 -1.0
H 4.27754 0.59665 0.01842 0.3 0.0 -0.1
H 2.91215 0.19207 0.57158 0.5 0.1 0.2
O 3.69222 0.72833 0.77037 -0.6 -0.1 -0.1



(6)
77
Properties=species:S:1:pos:R:3:forces:R:3 method="wB97M-V/def2-TZVPD" de_lowest_kcal_mol=0.00 lumo_ev=0.020 e_tot_ev=-147522.513 e_homo_ev=-8.0 gap_ev=7.978
Cd 0.00657 0.55903 0.96647 0.3 0.7 0.0
N 0.88455 1.00913 4.01359 -0.1 0.1 -0.3
C 2.19816 0.60554 4.04940 0.1 0.1 0.0
C 2.83040 0.31456 5.23890 0.1 0.1 0.1
C 4.18822 -0.04530 5.29240 -0.1 0.0 0.0
C 4.93797 -0.11668 4.15503 -0.1 0.0 0.0
C 4.31289 0.11516 2.90754 0.1 0.0 0.0
C 5.02919 0.01764 1.69196 0.0 0.0 0.1
C 4.38425 0.18135 0.50614 -0.1 0.0 0.0
C 2.99563 0.40646 0.52659 0.0 0.0 0.0
N 2.29262 0.52188 1.63027 0.2 0.2 0.0
C 2.93861 0.43087 2.83565 -0.2 -0.2 -0.1
H 0.61908 1.68473 3.29643 0.0 0.0 0.0
H 0.49936 1.26194 4.90916 0.0 -0.1 0.0
H 2.26663 0.41264 6.15932 0.0 0.0 0.0
H 4.64087 -0.24424 6.25529 0.0 0.0 0.0
H 5.99260 -0.35754 4.18293 0.0 0.0 0.0
H 6.09073 -0.19767 1.72790 0.0 0.0 0.0
H 4.90065 0.11246 -0.44116 0.0 0.0 0.0
H 2.44319 0.47106 -0.40663 0.0 0.0 0.0
O 0.14783 0.39696 -1.20560 0.1 -0.4 0.0
As -0.70216 -0.74105 -2.10507 0.0 0.4 -0.1
C -0.19544 -0.39921 -3.91257 0.0 0.1 -0.1
C 0.76172 0.57083 -4.17104 0.0 0.0 -0.1
C 1.14773 0.81467 -5.48414 0.0 0.0 0.0
C 0.57054 0.09709 -6.52121 0.0 0.0 0.0
C -0.39294 -0.87027 -6.25562 0.0 0.0 0.0
C -0.77667 -1.12209 -4.94886 0.0 0.0 0.0
C -0.22044 -2.56823 -1.85737 0.0 0.0 0.2
C -1.13659 -3.56762 -1.56593 0.1 0.0 -0.1
C -0.68729 -4.87214 -1.40977 0.0 0.0 0.0
C 0.66163 -5.16408 -1.53774 0.0 0.0 0.0
C 1.57391 -4.15682 -1.83245 0.0 0.0 0.0
C 1.13470 -2.85488 -1.99441 0.0 -0.1 0.0
C -2.56570 -0.36697 -1.97058 -0.1 0.1 0.1
C -3.40132 -0.96112 -1.02912 0.1 0.1 0.0
C -4.69914 -0.49030 -0.88342 0.0 0.0 0.0
C -5.14731 0.57241 -1.65226 0.0 0.0 0.0
C -4.30277 1.17659 -2.57645 0.0 0.0 0.0
C -3.00830 0.71349 -2.73582 -0.1 -0.1 0.0
H 1.18506 1.13464 -3.34941 0.0 0.0 0.0
H 1.89445 1.56883 -5.69559 0.0 0.0 0.0
H 0.86853 0.29240 -7.54324 0.0 0.0 0.0
H -0.84251 -1.42625 -7.06784 0.0 0.0 0.0
H -1.52337 -1.88004 -4.73942 0.0 0.0 0.0
H -2.18629 -3.34563 -1.44862 0.0 0.0 0.0
H -1.39415 -5.65638 -1.17398 0.0 0.0 0.0
H 1.00722 -6.18138 -1.40694 0.0 0.0 0.0
H 2.62600 -4.38859 -1.93386 0.0 0.0 0.0
H 1.84221 -2.06599 -2.22212 0.0 0.0 0.0
H -3.04102 -1.74031 -0.37031 0.0 0.0 0.0
H -5.34989 -0.94522 -0.14861 0.0 0.0 0.0
H -6.15314 0.94868 -1.51742 0.0 0.0 0.0
H -4.64883 2.01731 -3.16300 0.0 0.0 0.0
H -2.34731 1.19249 -3.44746 0.0 0.0 0.0
C -0.56873 -2.55781 3.44352 0.1 -0.1 0.2
S -1.10989 -1.86957 1.92033 -0.2 -0.2 0.0
O -1.52481 -0.47774 2.23184 -0.1 -0.3 -0.1
O -2.17521 -2.70143 1.40915 0.0 0.0 0.1
O 0.08277 -1.80584 1.04703 -0.1 -0.1 0.1
H -1.33747 -2.37252 4.19005 0.0 -0.1 0.0
H 0.36030 -2.06574 3.72622 0.0 0.0 0.0
H -0.41818 -3.62453 3.29539 0.0 0.0 0.0
F -1.34931 5.52234 0.10960 0.0 0.1 0.0
C -0.62471 4.39863 0.23392 -0.1 0.0 0.1
F -0.81858 3.66650 -0.87410 0.0 0.0 -0.1
F 0.66188 4.74123 0.25714 0.0 0.0 0.0
C -1.00761 3.56864 1.49906 0.1 -0.1 -0.1
O -0.09770 2.60099 1.69150 0.2 -0.1 0.1
C -2.42887 2.95285 1.30478 0.1 0.0 0.1
F -3.34186 3.81426 0.85566 -0.1 0.1 -0.1
F -2.86799 2.44664 2.46041 0.0 0.0 0.0
F -2.37782 1.93539 0.42334 0.0 0.0 0.0
C -1.04834 4.52111 2.74318 0.0 -0.1 -0.1
F -0.06248 5.42375 2.69675 0.0 0.0 0.1
F -0.89202 3.81669 3.86896 0.0 0.0 0.0
F -2.20445 5.19126 2.84637 0.0 0.1 0.0



(7)
10
Properties=species:S:1:pos:R:3:forces:R:3 method="wB97M-V/def2-TZVPD" de_lowest_kcal_mol=18.92 lumo_ev=1.200 e_tot_ev=-3676.662 e_homo_ev=-9.3 gap_ev=10.467
C 0.83040 -0.82442 0.33704 -2.7 1.4 -2.5
C 0.12708 0.63375 -0.18537 0.4 -0.8 1.1
N -1.38770 0.70530 -0.29555 4.0 -0.6 -5.1
H 0.12673 -1.64565 -0.01662 0.9 0.9 0.4
H 1.76819 -0.91732 -0.23939 -0.2 -0.1 1.0
H 0.83181 -0.84948 1.42010 0.6 0.0 0.0
H 0.50134 1.41428 0.52043 -0.6 -0.5 -0.4
H 0.55690 0.94687 -1.14324 -0.2 -0.5 0.0
H -1.63382 -0.06921 -0.96617 -0.2 1.1 1.5
H -1.72093 0.60589 0.56875 -2.2 -1.0 4.0



(8)
71
Properties=species:S:1:pos:R:3:forces:R:3 method="wB97M-V/def2-TZVPD" de_lowest_kcal_mol=0.00 lumo_ev=-0.252 e_tot_ev=-145632.330 e_homo_ev=-7.1 gap_ev=6.839
Pt 0.33097 0.60520 0.12064 -0.3 -0.1 0.0
I 1.28380 1.06100 5.67168 0.0 0.0 0.0
C 2.50497 1.27047 4.00071 0.0 0.0 0.0
C 3.86208 1.52239 4.17069 0.0 0.0 0.0
C 4.69909 1.66413 3.09203 0.0 0.0 0.0
I 6.71565 2.07826 3.44945 0.0 0.0 0.0
C 4.18806 1.51637 1.78356 0.0 0.0 0.0
C 4.97832 1.64760 0.62078 0.0 0.0 0.0
C 4.43000 1.47812 -0.61637 0.0 0.0 0.0
C 3.07924 1.13844 -0.71150 0.0 0.0 0.0
N 2.31122 1.00302 0.35113 0.0 0.0 0.1
C 2.80536 1.22308 1.61265 0.0 0.0 0.0
C 1.88024 1.15679 2.74355 0.0 0.0 0.1
O 0.63976 0.99014 2.59976 0.0 0.1 0.0
H 4.25605 1.61523 5.17386 0.0 0.0 0.0
H 6.02698 1.88961 0.72656 0.0 0.0 0.0
H 5.01611 1.58772 -1.51731 0.0 0.0 0.0
H 2.61186 0.96743 -1.67071 0.0 0.0 0.0
O -3.25701 4.42822 -1.43781 0.2 0.1 0.4
C -2.49258 3.64142 -2.20141 0.1 -0.2 -0.1
C -2.98403 3.26443 -3.45666 0.0 0.1 0.1
C -2.22359 2.47927 -4.29810 0.1 0.0 0.0
C -0.95288 2.05162 -3.91201 -0.1 0.0 0.0
C -0.48568 2.39285 -2.65732 0.0 -0.1 0.1
C -1.24177 3.15911 -1.77247 -0.1 0.0 -0.1
C -0.77805 3.44955 -0.37564 -0.2 0.1 0.2
O -1.27578 4.41384 0.22315 -0.1 -0.1 -0.2
O 0.08678 2.67929 0.18176 0.2 0.0 -0.1
H -2.68633 4.65559 -0.64843 -0.1 0.0 -0.1
H -3.96223 3.62524 -3.74752 0.0 0.0 0.0
H -2.61262 2.21152 -5.27296 0.0 0.0 0.0
H -0.34108 1.46533 -4.58564 0.0 0.0 0.0
H 0.48843 2.05180 -2.33413 0.0 0.0 0.0
Br -6.16900 1.79058 -0.04100 0.0 0.0 0.0
C -4.37131 1.25207 0.01919 0.0 0.0 0.0
C -3.61553 1.48419 1.15535 0.0 0.0 0.0
C -2.28841 1.10917 1.14617 0.0 -0.1 0.0
N -1.72211 0.52674 0.07349 0.1 0.2 -0.1
C -2.46552 0.29542 -1.01494 0.0 -0.1 0.1
C -3.80104 0.63498 -1.07895 0.0 0.0 0.0
H -4.03239 1.97189 2.02345 0.0 0.0 0.0
H -1.63019 1.29595 1.98679 0.0 0.0 0.0
H -1.96978 -0.16441 -1.85464 0.1 0.0 -0.1
H -4.36368 0.45058 -1.98136 0.0 0.0 0.0
C 2.16838 -1.97036 -1.07390 0.0 0.0 0.0
P 0.66991 -1.58490 -0.11824 0.0 0.1 -0.1
C -0.67201 -2.38656 -1.04159 0.0 0.0 0.0
C -1.79575 -2.84152 -0.35560 0.0 0.0 0.0
C -2.88603 -3.33787 -1.05304 0.0 0.0 0.0
C -2.86094 -3.38939 -2.44044 0.0 0.0 0.0
C -1.74010 -2.94860 -3.12959 0.0 0.0 0.0
C -0.64958 -2.44654 -2.43285 0.0 0.0 0.0
C 0.83310 -2.60083 1.37101 0.0 0.0 0.0
C 0.63351 -2.03630 2.62639 0.0 0.0 0.0
C 0.75672 -2.82504 3.76511 0.0 0.0 0.0
C 1.06742 -4.16950 3.65086 0.0 0.0 0.0
C 1.25535 -4.73927 2.39519 0.0 0.0 0.0
C 1.13796 -3.95966 1.25887 0.0 0.0 0.0
H 2.23373 -3.03438 -1.29670 0.0 0.0 0.0
H 3.03505 -1.67456 -0.48263 0.0 0.0 0.0
H 2.17484 -1.40548 -2.00483 0.0 0.0 0.0
H -1.81912 -2.80146 0.72743 0.0 0.0 0.0
H -3.75713 -3.68454 -0.51255 0.0 0.0 0.0
H -3.71263 -3.77758 -2.98360 0.0 0.0 0.0
H -1.71429 -2.99096 -4.21067 0.0 0.0 0.0
H 0.21052 -2.08658 -2.98373 0.0 0.0 0.0
H 0.41007 -0.97829 2.71747 0.0 0.0 0.0
H 0.61720 -2.37310 4.73876 0.0 0.0 0.0
H 1.16568 -4.78062 4.53886 0.0 0.0 0.0
H 1.49378 -5.79104 2.30528 0.0 0.0 0.0
H 1.27198 -4.41633 0.28517 0.0 0.0 0.0